Record 1
C47H44FN4O3P2Rb | ωB97M-V/def2-TZVPD

Calculated values
**E_tot**: -3068.7211 a.u.
**HOMO-LUMO gap**: 2.94 eV
**LUMO energy**: -2.02 eV
**Total charge**: 0

The geometry in XYZ format:
```
102
Properties=species:S:1:pos:R:3:forces:R:3:mulliken_charge:R:1
Rb 0.6911 -0.6752 -0.1814 -0.850 0.072 0.996 0.771
C 1.2215 0.1368 3.2477 -0.144 0.072 -0.059 -0.859
P 1.8857 1.6707 2.4292 0.111 0.053 -0.006 0.706
C 3.7171 1.4539 2.3207 -0.046 -0.103 -0.030 0.560
C 4.6748 2.2348 2.9639 0.034 0.014 0.014 -0.343
C 6.0308 2.0600 2.7041 -0.056 -0.023 -0.003 -0.691
C 6.4547 1.0972 1.8003 -0.014 -0.005 -0.006 -0.417
C 5.5121 0.3169 1.1403 -0.023 0.046 0.057 -0.780
C 4.1623 0.5070 1.3890 -0.008 -0.049 0.096 -0.446
C 1.6762 2.8514 3.8176 0.011 0.038 0.008 0.239
C 2.1886 2.6288 5.0967 0.020 0.008 0.015 -0.219
C 1.9470 3.5243 6.1269 -0.040 0.030 -0.058 -0.817
C 1.1766 4.6595 5.8942 0.011 -0.029 -0.009 -0.493
C 0.6527 4.8900 4.6316 0.031 -0.076 -0.014 -0.557
C 0.9035 3.9882 3.6027 -0.016 0.039 0.005 -0.290
C -0.2761 0.2374 3.0916 0.186 -0.078 -0.165 -0.100
C -1.1963 0.8771 3.9089 -0.261 0.068 -0.039 -0.968
C -2.4282 0.8493 3.1979 0.191 0.101 0.212 -0.333
C -2.1545 0.2076 1.9977 0.023 -0.095 -0.040 -0.279
C -3.0715 -0.0612 0.8433 0.043 -0.001 0.132 -0.903
P -3.6057 1.3241 -0.2731 -0.057 0.048 -0.087 -0.483
C -2.0974 2.2632 -0.7515 0.013 0.066 0.021 0.549
C -2.0999 2.7564 -2.0587 0.076 0.039 0.024 -0.833
C -1.0747 3.5727 -2.5250 -0.041 -0.061 0.071 -0.434
C -0.0165 3.8891 -1.6861 0.000 -0.011 -0.003 -0.771
C 0.0184 3.3805 -0.3940 -0.003 -0.084 0.006 -0.311
C -1.0131 2.5783 0.0786 -0.113 -0.016 -0.025 0.307
C -4.3943 2.4443 0.9519 0.024 -0.013 0.073 0.354
C -3.8771 3.6610 1.3849 -0.003 0.030 0.010 0.112
C -4.5510 4.4284 2.3286 -0.010 -0.063 -0.021 -0.753
C -5.7519 3.9874 2.8631 0.013 -0.029 -0.032 -0.434
C -6.2847 2.7765 2.4355 0.045 0.034 -0.019 -0.631
C -5.6166 2.0238 1.4826 -0.017 -0.005 -0.001 -0.373
N -0.8475 -0.1683 1.9225 -0.454 0.159 0.529 -0.018
H 1.5394 0.0874 4.2894 -0.016 -0.012 0.018 0.554
H 1.6178 -0.7472 2.7413 -0.006 0.004 -0.023 0.523
H 4.3665 2.9933 3.6721 -0.005 0.002 0.002 0.351
H 6.7564 2.6792 3.2178 0.002 0.000 0.002 0.392
H 7.5114 0.9562 1.6079 -0.006 0.008 0.005 0.356
H 5.8168 -0.4391 0.4271 -0.004 0.012 0.002 0.470
H 3.4565 -0.1060 0.8384 0.000 -0.007 -0.006 0.100
H 2.7806 1.7413 5.2915 -0.003 0.011 -0.010 0.412
H 2.3496 3.3331 7.1140 -0.003 0.006 -0.006 0.402
H 0.9774 5.3542 6.7007 0.004 -0.001 0.000 0.366
H 0.0357 5.7605 4.4465 0.008 -0.004 0.009 0.418
H 0.4686 4.1553 2.6232 0.016 -0.002 0.022 0.098
H -1.0093 1.2991 4.8879 -0.015 0.004 -0.027 0.492
H -3.3808 1.2459 3.5226 0.026 -0.012 -0.001 0.488
H -4.0332 -0.4730 1.1694 0.021 -0.015 0.048 0.504
H -2.6376 -0.8254 0.1928 0.029 0.005 -0.026 0.420
H -2.9283 2.5026 -2.7104 -0.005 0.013 0.001 0.346
H -1.1088 3.9593 -3.5378 0.003 -0.005 0.005 0.415
H 0.7898 4.5253 -2.0357 -0.015 0.009 -0.001 0.412
H 0.8604 3.5923 0.2531 -0.011 -0.002 -0.003 0.064
H -0.9867 2.1979 1.0954 0.033 0.015 -0.024 0.438
H -2.9313 4.0150 0.9973 0.010 -0.001 -0.004 0.371
H -4.1220 5.3671 2.6578 -0.007 -0.003 -0.004 0.389
H -6.2706 4.5808 3.6057 0.003 -0.008 0.001 0.378
H -7.2232 2.4201 2.8426 0.008 0.005 -0.005 0.372
H -6.0515 1.0872 1.1482 0.020 0.007 -0.003 0.316
F 2.0371 4.2926 -5.5792 -0.013 -0.012 -0.013 -0.369
C 2.3114 2.9597 -5.5545 0.095 0.014 -0.018 0.552
C 1.9625 2.2122 -4.4691 -0.072 0.162 0.082 -0.897
C 2.3141 0.8678 -4.4224 -0.003 -0.236 0.148 0.538
C 1.9576 0.0944 -3.2088 0.106 0.005 -0.107 1.298
O 1.3144 0.6176 -2.3070 0.174 0.434 -0.695 -0.311
C 2.4297 -1.2752 -3.1851 0.078 0.129 -0.231 0.153
C 3.0681 -1.7650 -4.2614 0.065 -0.098 -0.028 -0.348
N 3.3439 -1.0569 -5.4164 -0.089 0.098 -0.062 0.232
C 4.0183 -1.7069 -6.5089 -0.012 0.016 0.096 -0.240
C 3.2828 -1.9038 -7.8050 -0.055 0.022 0.007 -0.465
C 3.5604 -3.0735 -6.9096 0.034 -0.047 -0.030 -0.985
C 3.0074 0.2781 -5.4879 0.058 -0.082 -0.062 0.159
C 3.3304 1.0671 -6.6047 -0.022 -0.177 -0.060 -1.007
C 2.9863 2.3998 -6.6427 -0.109 0.185 0.027 -1.123
N 3.3690 3.1793 -7.7845 0.119 -0.090 -0.121 0.377
C 2.4181 4.1473 -8.2949 -0.068 -0.067 0.052 -0.462
C 2.7927 4.5042 -9.7155 0.228 0.101 -0.108 -0.938
N 4.1941 5.0800 -9.6971 -0.025 -0.041 0.094 -0.169
C 5.1859 4.1110 -9.0900 -0.126 0.134 -0.210 -0.758
C 4.7054 3.7361 -7.7066 -0.031 0.094 0.152 -0.460
C 2.1450 -2.1060 -1.9343 0.405 -0.337 -0.227 -0.509
O 2.8998 -1.8620 -0.9652 0.240 -0.305 -0.455 -0.699
O 1.1301 -2.8237 -1.9885 0.257 0.066 -0.042 -0.698
H 1.4325 2.6410 -3.6250 0.016 -0.032 -0.012 0.532
H 3.4125 -2.7904 -4.2845 -0.011 0.011 0.012 0.652
H 5.0827 -1.5062 -6.5673 0.025 0.010 0.013 0.366
H 3.8385 -1.8099 -8.7284 0.005 0.014 0.017 0.319
H 2.2633 -1.5435 -7.8374 0.006 -0.010 -0.013 0.250
H 4.3221 -3.7814 -7.2031 -0.019 -0.005 0.003 0.251
H 2.7222 -3.4976 -6.3753 0.007 0.011 0.004 0.363
H 3.8283 0.6350 -7.4621 0.011 0.024 0.026 0.583
H 2.3740 5.0645 -7.6912 -0.004 0.037 0.009 0.391
H 1.4157 3.7213 -8.2970 0.013 -0.037 0.024 0.486
H 2.1425 5.2627 -10.1462 -0.054 -0.015 0.018 0.422
H 2.8328 3.6279 -10.3594 -0.036 -0.014 0.007 0.363
H 4.1845 5.9341 -9.1340 -0.013 -0.019 0.037 0.403
H 4.4862 5.3558 -10.6339 -0.008 -0.076 -0.027 0.345
H 6.1566 4.6016 -9.0863 0.029 -0.019 0.042 0.395
H 5.2011 3.2460 -9.7502 0.033 -0.020 0.015 0.360
H 4.7434 4.6221 -7.0485 0.028 0.001 0.008 0.270
H 5.3913 2.9995 -7.2922 -0.024 -0.032 0.003 0.473
```
Positions in Å, forces in eV/Å.

---

Record 2
C47H45BrCrNO3P3S2 | ωB97M-V/def2-TZVPD

Calculated values
**E_tot**: -7537.5311 a.u.
**HOMO-LUMO gap (alpha / beta)**: 7.47 / 7.59 eV
**⟨S²⟩**: 6.02
**Spin multiplicity**: 5
**LUMO energy (alpha / beta)**: -0.32 / -0.45 eV
**Relative energy (zero: lowest compared OMol25 entry of this formula, charge and spin)**: 128.7 kJ/mol
**Total charge**: 0

The geometry in XYZ format:
```
103
Properties=species:S:1:pos:R:3:forces:R:3:mulliken_charge:R:1
Cr -0.3188 -0.6705 -0.1118 -0.589 -0.901 0.843 -0.813
Br 2.8514 -1.9482 0.3974 0.198 0.107 -0.166 0.001
C 2.6433 -0.3134 -0.5215 -0.319 -0.668 0.365 0.126
C 3.7404 0.3193 -1.0672 0.004 0.510 -0.326 -0.690
C 3.5402 1.5305 -1.7269 -0.228 -0.539 0.342 -0.481
C 2.2666 2.0793 -1.7233 -0.298 -0.066 0.000 -1.021
C 1.2275 1.3800 -1.1259 0.534 -0.219 0.003 0.064
N 1.3931 0.1509 -0.5712 2.380 1.526 -0.920 0.819
C -0.1476 1.9550 -0.8904 -0.467 1.068 -0.196 0.514
O -0.4564 3.0571 -1.3106 0.420 -0.452 0.053 -0.736
O -0.8727 1.1930 -0.1478 0.052 0.160 0.279 -0.196
H 4.7178 -0.1248 -0.9747 0.034 -0.071 -0.019 0.485
H 4.3668 2.0273 -2.2108 0.058 0.109 0.020 0.449
H 2.0578 3.0431 -2.1632 -0.107 0.022 0.024 0.586
C -3.6272 0.2497 0.6700 0.395 0.197 -0.278 -2.259
P -2.5181 -1.2123 0.5387 -2.071 -0.225 0.582 2.108
C -3.5721 -2.3387 -0.4497 0.289 -0.031 -0.117 1.918
C -3.3270 -2.4723 -1.8126 0.070 0.036 0.060 -0.203
C -4.1454 -3.2655 -2.5971 -0.048 -0.083 -0.058 -0.788
C -5.2231 -3.9260 -2.0320 0.089 -0.035 0.064 -0.648
C -5.4793 -3.7855 -0.6785 -0.099 -0.016 0.062 -1.043
C -4.6583 -3.0018 0.1109 0.085 0.077 0.040 -0.772
C -2.7127 -1.9637 2.1883 0.327 -0.063 -0.023 0.296
C -3.7024 -1.6375 3.1099 0.112 0.124 -0.092 -0.505
C -3.8662 -2.4082 4.2481 -0.081 0.020 0.076 -0.743
C -3.0547 -3.5084 4.4722 0.055 0.011 0.048 -0.812
C -2.0159 -3.7906 3.5984 -0.040 -0.089 -0.083 -0.772
C -1.8444 -3.0159 2.4650 -0.008 0.207 -0.067 0.036
P -3.6056 1.3006 -0.8767 -0.817 -0.301 -0.071 0.099
C -4.7364 0.2847 -1.9315 0.228 0.226 -0.053 0.493
C -5.9451 -0.2494 -1.4978 0.031 -0.058 -0.076 -0.042
C -6.7809 -0.8970 -2.3869 -0.098 0.022 0.138 -0.829
C -6.4342 -0.9979 -3.7244 0.010 0.025 -0.112 -0.530
C -5.2323 -0.4734 -4.1645 -0.119 -0.044 -0.186 -0.866
C -4.3870 0.1597 -3.2710 0.003 0.105 0.183 -0.223
C -4.9058 2.5006 -0.3560 0.161 0.045 -0.065 0.738
C -5.8196 2.9470 -1.3081 0.034 0.032 -0.012 -0.508
C -6.7809 3.8848 -0.9852 -0.043 0.082 -0.057 -0.654
C -6.8309 4.4163 0.2928 -0.026 0.038 0.030 -0.557
C -5.9084 4.0044 1.2380 -0.070 0.099 0.108 -0.623
C -4.9557 3.0530 0.9188 0.115 -0.069 -0.089 -0.524
H -3.2127 0.8602 1.4800 -0.128 -0.020 -0.057 0.762
H -4.6534 -0.0535 0.9036 0.232 0.032 0.099 0.921
H -2.4909 -1.9515 -2.2620 -0.080 -0.078 0.017 0.205
H -3.9480 -3.3595 -3.6554 0.034 -0.005 -0.061 0.344
H -5.8601 -4.5519 -2.6399 -0.051 -0.034 -0.072 0.384
H -6.3257 -4.2840 -0.2297 -0.076 -0.094 0.033 0.361
H -4.8668 -2.9050 1.1665 -0.028 -0.035 0.092 0.358
H -4.3409 -0.7810 2.9513 -0.104 0.016 -0.040 0.386
H -4.6344 -2.1491 4.9625 -0.085 -0.012 0.028 0.443
H -3.2267 -4.1299 5.3383 0.067 -0.037 0.108 0.396
H -1.3405 -4.6108 3.7913 0.063 -0.105 0.010 0.550
H -1.0191 -3.1962 1.7826 0.012 -0.226 0.060 -0.167
H -6.2513 -0.1486 -0.4654 -0.020 0.026 0.069 0.417
H -7.7127 -1.3146 -2.0336 -0.093 -0.040 0.002 0.399
H -7.1082 -1.4790 -4.4175 -0.024 -0.083 -0.086 0.388
H -4.9535 -0.5560 -5.2038 0.025 -0.003 -0.142 0.441
H -3.4458 0.5755 -3.6053 0.068 0.033 -0.066 0.479
H -5.7799 2.5484 -2.3112 -0.055 -0.021 -0.086 0.453
H -7.4883 4.2050 -1.7373 -0.047 0.031 -0.035 0.398
H -7.5773 5.1527 0.5468 -0.087 0.085 0.036 0.370
H -5.9241 4.4307 2.2300 -0.027 0.027 0.112 0.413
H -4.2399 2.7534 1.6700 0.067 -0.019 0.097 0.264
S 1.0362 -4.9558 0.7914 0.187 0.088 0.183 -0.500
P 0.3383 -4.5065 -0.9783 -0.253 0.391 -0.430 1.566
S -0.0148 -2.5274 -1.4850 0.151 -0.670 -0.252 0.115
C -1.2159 -5.4334 -1.2367 0.453 0.107 0.149 0.384
C -1.4994 -6.1379 -2.3966 0.043 0.132 0.031 -0.634
C -2.6230 -6.9446 -2.4440 -0.156 -0.111 -0.110 -0.681
C -3.4531 -7.0592 -1.3414 -0.027 -0.064 -0.088 -0.767
C -3.1768 -6.3405 -0.1911 -0.074 -0.024 0.051 -0.553
C -2.0629 -5.5292 -0.1405 -0.064 0.046 0.014 0.047
C 1.4449 -4.9812 -2.3499 -0.035 -0.013 0.384 0.283
C 2.5823 -5.7183 -2.0587 -0.067 -0.054 0.067 -0.678
C 3.4749 -6.0405 -3.0657 0.102 -0.063 -0.132 -0.685
C 3.2351 -5.6208 -4.3623 0.099 -0.052 0.000 -0.479
C 2.1008 -4.8792 -4.6538 -0.017 -0.010 -0.154 -0.822
C 1.2055 -4.5554 -3.6519 0.002 -0.036 -0.044 -0.399
H -0.8366 -6.0766 -3.2469 0.015 -0.048 -0.064 0.418
H -2.8431 -7.4978 -3.3448 -0.015 -0.086 -0.082 0.421
H -4.3079 -7.7189 -1.3707 -0.094 -0.037 -0.051 0.387
H -3.8144 -6.4305 0.6762 -0.086 0.023 0.057 0.455
H -1.8248 -4.9946 0.7664 0.014 -0.018 0.058 -0.168
H 2.7609 -6.0222 -1.0373 0.021 -0.041 0.065 0.347
H 4.3576 -6.6218 -2.8449 0.088 -0.029 0.064 0.416
H 3.9376 -5.8667 -5.1462 0.024 -0.014 -0.060 0.393
H 1.9238 -4.5548 -5.6693 -0.059 0.056 -0.051 0.405
H 0.3308 -3.9617 -3.8730 -0.043 0.074 -0.027 0.577
C 1.1658 -2.1922 3.7238 0.004 0.416 -0.132 -1.109
C 1.3733 -0.7283 3.3769 0.100 -0.258 0.068 -0.520
O 0.3419 -0.2767 2.4940 0.075 -0.266 0.003 0.339
C -0.1148 1.0303 2.7901 -0.093 0.405 -0.065 0.535
C 0.9129 2.1150 2.4748 -0.225 -0.327 0.010 -1.442
H 1.9590 -2.5180 4.3875 0.190 -0.081 0.157 0.518
H 1.1936 -2.8151 2.8345 -0.058 -0.094 -0.137 -0.039
H 0.2115 -2.3263 4.2264 -0.054 -0.030 0.023 0.263
H 2.3508 -0.5826 2.9018 -0.098 0.059 0.076 0.280
H 1.3504 -0.1316 4.2972 -0.038 0.034 -0.106 0.518
H -0.4140 1.0860 3.8474 -0.006 -0.050 -0.115 0.579
H -0.9987 1.1691 2.1626 0.092 0.097 0.177 -0.707
H 1.7546 2.0853 3.1644 0.054 0.020 0.051 0.416
H 0.4365 3.0900 2.5379 0.010 0.137 0.030 0.419
H 1.2905 1.9843 1.4615 0.013 0.038 0.004 0.246
```
Positions in Å, forces in eV/Å.